Entry 1:
11
Properties=species:S:1:pos:R:3:forces:R:3:nbo_charge:R:1 method="wB97M-V/def2-TZVPD" homo_energy_ev="-7.94 / -7.94"
C -1.5137 -1.8814 -0.2531 0.592 0.098 -0.353 0.4710
C 1.4725 0.0137 0.0907 1.673 -0.800 3.229 -0.6793
C 0.4751 0.7062 -0.7111 -0.783 1.184 3.247 -0.4896
O -1.9781 -2.7856 0.2223 -0.285 -0.463 0.241 -0.5047
S -0.7955 1.5966 -0.2035 1.942 0.918 0.001 0.4855
I -3.1111 0.6410 0.3647 -1.296 -0.118 0.716 -0.3548
H 1.1956 -0.3736 1.1666 -0.082 1.225 -1.819 0.2312
H 2.3720 0.7431 0.2909 -1.225 -1.768 -0.627 0.2375
H 1.7089 -0.9663 -0.3685 0.633 0.837 -0.096 0.2359
H 0.4779 0.4137 -1.6695 -0.436 -0.604 -3.576 0.2168
H -0.3036 1.8927 1.0706 -0.734 -0.509 -0.962 0.1505

=====

Entry 2:
10
Properties=species:S:1:pos:R:3:forces:R:3:nbo_charge:R:1 method="wB97M-V/def2-TZVPD" homo_energy_ev="-8.47 / -8.03"
C -0.9198 1.2529 0.4629 2.261 0.324 -0.463 -0.6007
C -0.9664 0.3086 -0.4026 1.273 -2.006 -0.540 -0.0280
C 1.6335 -1.0236 -0.7129 -0.028 -0.914 -2.494 -0.7193
S 1.3519 -2.5230 0.1018 0.140 -0.338 -0.979 0.1402
I 2.7300 0.4921 0.0697 0.630 0.555 0.442 0.2185
H -1.5218 1.7143 1.1461 -2.432 0.835 1.191 0.2317
H 0.0697 1.7044 0.5757 0.535 -0.109 -0.086 0.2225
H 0.0835 -0.3147 -0.7009 -1.424 0.603 -0.327 0.1824
H 1.9289 -1.2610 -1.7976 -0.705 0.705 1.583 0.2399
H 1.2694 -1.9409 1.2475 -0.249 0.344 1.675 0.1128

=====

Entry 3:
12
Properties=species:S:1:pos:R:3:forces:R:3:nbo_charge:R:1 method="wB97M-V/def2-TZVPD" spin_multiplicity=2 charge=+1 s_squared=0.758 homo_energy_ev="-13.16 / -13.14"
H -1.4419 -0.4303 1.0891 -1.674 1.500 -0.616 0.3122
C -1.5885 0.1076 -0.0211 -4.295 -1.366 3.462 -0.1092
C -0.5591 -0.9323 -0.3549 2.611 3.415 -3.220 -0.0791
O 0.5636 0.1439 -0.2264 0.517 -2.513 0.488 -0.6130
C 1.7660 -0.3988 -0.1491 0.305 -1.452 0.192 0.4312
O 2.5381 0.4910 0.4215 -0.082 0.987 0.138 -0.7108
H -2.5662 -0.1716 -0.4634 0.265 -0.120 0.424 0.1991
H -0.5738 -1.1422 -1.4302 0.049 -0.283 0.185 0.2301
H 3.4059 0.1105 0.6084 0.053 -0.100 -0.301 0.5313
K 0.6268 2.7046 -0.0628 0.102 0.463 0.128 0.9761
O -1.6002 1.3828 0.3721 1.407 -1.086 -1.119 -0.4180
H -0.5708 -1.8652 0.2168 0.743 0.554 0.240 0.2501

=====

Entry 4:
13
Properties=species:S:1:pos:R:3:forces:R:3:nbo_charge:R:1 method="wB97M-V/def2-TZVPD" spin_multiplicity=2 charge=-1 s_squared=0.759 homo_energy_ev="-3.06 / -3.05"
C -2.0830 -4.3335 5.6454 -0.312 -0.102 -0.264 -0.6443
C -1.9584 -3.8514 7.0767 -0.771 1.626 1.991 -0.0244
O -1.0511 -2.8652 7.2680 1.038 0.886 -0.883 -1.0273
K -0.5348 -0.7565 5.6558 0.383 -1.212 0.836 0.9624
H -2.7025 -5.2381 5.6024 0.013 -0.007 -0.218 0.1768
H -2.5503 -3.5551 5.0241 0.028 -0.136 0.142 0.1895
H -1.0942 -4.5379 5.2086 -0.111 -0.088 0.262 0.1797
H -1.7234 -4.6610 7.8013 -0.265 -0.638 -0.449 0.0904
H -2.9787 -3.4146 7.4827 0.739 -1.121 -0.969 0.0845
O -3.0154 -0.1801 5.7921 -0.475 1.860 -1.113 -0.5762
C -2.9104 0.8311 4.9718 0.750 -0.657 -0.504 0.9011
O -1.7318 1.0324 4.4618 -1.777 0.267 0.546 -0.7435
O -3.9118 1.5229 4.6443 0.762 -0.678 0.624 -0.5688

=====

Entry 5:
13
Properties=species:S:1:pos:R:3:forces:R:3:mulliken_charge:R:1 method="wB97M-V/def2-TZVPD" spin_multiplicity=2 charge=+1 s_squared=0.751 homo_energy_ev="-10.42 / -13.66"
C 1.9460 1.1762 1.5152 0.160 0.578 0.562 -0.6525
O 1.4706 0.2101 0.6054 0.446 -0.675 -1.030 -0.2920
C 0.0258 0.1567 0.4116 -0.273 0.585 0.857 -0.0248
O -0.1598 -0.5848 -0.6982 1.219 -0.686 -1.274 -0.7456
La 1.8648 -1.0721 -1.6901 -1.740 0.706 1.465 1.3462
H 3.0322 1.0600 1.5928 -0.274 0.041 0.030 0.2500
H 1.7106 2.1924 1.1617 0.059 -0.275 0.111 0.3146
H 1.4933 1.0234 2.5068 0.155 0.032 -0.271 0.2578
H -0.3234 1.2074 0.3174 0.068 -0.415 -0.065 0.2580
H -0.4083 -0.2882 1.3317 0.121 0.081 -0.425 0.2830
O -2.9832 -2.2377 -3.2062 0.349 0.188 0.802 -0.4005
C -3.5093 -1.6990 -2.3145 -0.842 -0.043 -1.083 0.7438
O -4.1593 -1.1445 -1.5337 0.553 -0.116 0.323 -0.3381

=====

Entry 6:
13
Properties=species:S:1:pos:R:3:forces:R:3:nbo_charge:R:1 method="wB97M-V/def2-TZVPD" spin_multiplicity=2 s_squared=0.753 homo_energy_ev="-6.51 / -6.96"
O 0.3739 0.8112 0.8013 0.018 -0.118 0.446 -0.5836
C 0.0040 1.1812 -0.5023 -0.310 0.895 -0.069 0.6679
C 1.2661 -0.2897 0.7045 0.174 -0.042 0.110 -0.0988
O -1.1687 1.7287 -0.5774 0.367 -0.201 -0.190 -0.9367
O 0.1447 0.0122 -1.3050 -0.223 -0.536 -0.452 -0.6300
C 0.7740 -1.0208 -0.5443 0.038 -0.372 0.055 -0.1030
Li -1.8585 0.3332 -1.6955 0.109 0.289 0.853 0.9142
H 1.1883 -0.8896 1.6170 0.012 0.138 -0.233 0.2060
H 2.2963 0.0766 0.5856 -0.238 -0.081 0.011 0.1812
H 0.0311 -1.7930 -0.2989 0.192 0.185 -0.010 0.1871
H 1.5863 -1.4660 -1.1295 -0.164 0.113 0.119 0.1928
H -2.9718 0.0542 1.0691 0.288 0.059 -0.169 -0.8015
Li -1.6658 1.2618 1.2752 -0.264 -0.330 -0.471 0.8045

=====

Entry 7:
13
Properties=species:S:1:pos:R:3:forces:R:3:nbo_charge:R:1 method="wB97M-V/def2-TZVPD" spin_multiplicity=2 s_squared=0.750 homo_energy_ev="-4.80 / -7.26"
O 5.2965 0.0439 -0.0468 0.434 -0.058 -0.480 -0.7304
C 3.9517 0.3337 0.2636 -1.339 0.356 0.503 -0.1081
C 3.1638 0.4271 -1.0282 2.752 0.670 -1.717 -0.1350
O 1.3366 0.6385 -0.1484 -2.780 -2.499 -0.369 -0.8063
H 5.7811 -0.1383 0.7620 -0.088 0.015 0.060 0.4687
H 3.8562 1.2944 0.7975 0.027 -0.421 0.017 0.1752
H 3.5136 -0.5009 0.8412 0.080 0.535 0.154 0.1570
H 3.0606 -0.5852 -1.4508 -1.540 0.201 0.544 0.1720
H 3.8313 0.7698 -1.8315 0.215 0.775 0.529 0.1837
O 2.0509 1.8445 -1.6331 -0.373 -1.770 -2.150 -0.6361
C 1.0043 1.1228 -1.3130 1.921 1.269 2.775 0.3234
Rb -2.5544 -0.3563 0.7195 0.302 0.139 -0.076 0.6215
Li -0.2595 -1.3352 -1.7954 0.388 0.789 0.211 0.3145

=====

Entry 8:
13
Properties=species:S:1:pos:R:3:forces:R:3:nbo_charge:R:1 method="wB97M-V/def2-TZVPD" spin_multiplicity=2 charge=+1 s_squared=0.752 homo_energy_ev="-10.24 / -12.79"
O -0.5215 1.6507 -0.8627 0.529 0.343 -1.184 -0.4872
C -0.8186 0.3659 -0.5103 -3.675 0.571 -1.887 0.6457
C 0.8278 2.0680 -1.0704 -0.062 0.408 0.341 -0.1013
O -0.9044 -0.8258 -0.9974 2.026 0.587 -0.184 -0.8369
O 0.8908 0.2242 0.1003 1.759 -2.750 2.019 -0.9554
C 1.4954 1.4865 0.1737 -0.727 -0.140 -0.450 -0.1023
H 0.8494 3.1624 -1.0712 -0.173 -0.300 -0.399 0.2281
H 1.1999 1.6056 -1.9959 0.216 0.375 0.233 0.1874
H 1.1880 1.9488 1.1228 0.364 0.312 -0.426 0.2110
H 2.5863 1.4195 0.0833 -0.019 0.176 0.089 0.1730
H -1.8872 0.6026 -0.2710 0.509 -0.185 1.999 0.1715
Yb 0.5041 -2.0380 0.3021 -2.088 -0.830 0.532 1.2147
Li 2.4093 -0.8771 -0.4900 1.339 1.433 -0.683 0.6515

=====

Taking the records one at a time from the top gives ΔE to the lowest compared entry with this formula, charge and spin values of 223.5, 484.9, 372.3, 0.0, 0.0, 115.6, 540.3, 336.7 kJ/mol.